(1)
Here is a molecular structure, C20H18ClN5O3Pt in a non-equilibrium geometry from OMol25. Energies are from the ωB97M-V functional and the def2-TZVPD basis.

ΔE to the lowest compared entry with this formula, charge and spin: 20.8 kcal per mole
gap between HOMO and LUMO: 0.19184 hartree
charge: +2
E_HOMO: -13.86 eV

Positions of all 48 atoms, in Å:
Pt -0.89005 0.81627 -0.62998
O 3.43241 0.85873 2.65236
C 2.40740 0.85679 3.51722
C 2.62686 0.84352 4.89074
C 1.57279 0.81418 5.77848
C 0.25392 0.79432 5.32084
C 0.01650 0.80654 3.97505
C 1.07716 0.85070 3.03760
C 0.72048 0.87420 1.64018
O -0.58051 0.83256 1.35085
N 1.66643 0.92567 0.69154
N 1.14010 0.91074 -0.52693
C 1.71601 0.91101 -1.66776
C 0.83167 0.88854 -2.84461
C 1.31940 0.87749 -4.13406
C 0.44004 0.84875 -5.21044
C -0.92316 0.84993 -4.97224
C -1.36433 0.86244 -3.66439
N -0.51962 0.86769 -2.62879
H 4.27544 0.87604 3.11993
H 3.64599 0.84117 5.26063
H 1.77183 0.79883 6.84232
H -0.56883 0.76255 6.02097
H -0.99692 0.78359 3.60129
H 2.79858 0.92883 -1.74474
H 2.39148 0.88831 -4.28392
H 0.81305 0.82945 -6.22642
H -1.63971 0.83890 -5.78162
H -2.42084 0.86153 -3.43158
Cl -3.60221 -0.56082 0.20139
C -2.99155 0.94640 -0.42743
H -3.15041 1.73092 0.30901
H -3.45031 1.15789 -1.38836
O -0.85121 3.21127 -0.64065
H -1.53283 3.73629 -0.19910
H -0.09080 3.79176 -0.77933
N -0.89402 -6.63741 -0.45355
C -0.85703 -5.49023 -0.49463
C -0.80498 -4.05497 -0.55258
C -1.42244 -3.37272 -1.60060
C -1.34849 -2.00074 -1.62372
N -0.69313 -1.31908 -0.67351
C -0.11259 -1.95997 0.34569
C -0.14913 -3.33389 0.44131
H -1.95414 -3.90556 -2.37563
H -1.81781 -1.43378 -2.41303
H 0.38894 -1.36915 1.09702
H 0.32056 -3.83543 1.27516

(2)
Here is 2 unconnected molecules or ions with the total composition C3H9NOS2 from OMol25. Energies are from the ωB97M-V functional and the def2-TZVPD basis.

ΔE to the lowest compared entry with this formula, charge and spin: 24.6 kcal per mole
SMILES string: NCC=O.CSS
gap between HOMO and LUMO: 0.36029 hartree
charge: 0
E_HOMO: -9.14 eV

Positions of all 16 atoms, in Å:
O 1.99879 1.86726 -0.97820
C 1.55229 1.59993 0.10013
C 2.16484 0.51340 0.95956
N 1.47726 0.48823 2.25623
H 0.73976 2.18892 0.55284
H 2.06232 -0.44549 0.45745
H 3.22640 0.77085 1.03884
H 1.81694 -0.25896 2.85331
H 1.68826 1.34246 2.76127
C -2.29974 -1.24337 0.93406
S -1.04265 -0.27121 0.02511
S -1.28405 -1.05759 -1.87358
H -3.21566 -1.32111 0.35965
H -2.48210 -0.68315 1.85171
H -1.88256 -2.21467 1.18201
H -0.33901 -2.01371 -1.85072

(3)
Here is a molecular structure, C30H39MnN5O2 from OMol25. Energies are from the ωB97M-V functional and the def2-TZVPD basis.

ΔE to the lowest compared entry with this formula, charge and spin: 3.1 kcal per mole
⟨S²⟩: 8.757
2S+1: 6
gap between HOMO and LUMO (spin up / spin down): 0.24939 / 0.25476 hartree
charge: 0
E_HOMO (spin up / spin down): -6.34 / -6.50 eV

Positions of all 77 atoms, in Å:
Mn 0.02241 0.15293 0.29140
O 1.93978 -0.69208 0.10927
N 2.60246 -0.87450 1.17981
N 1.93414 -0.67747 2.24530
O 0.66676 -0.33411 2.24031
C 2.58312 -0.83413 3.50758
C 1.85993 -0.52040 4.65020
C 2.47001 -0.66092 5.88791
C 3.77785 -1.10904 5.97970
C 4.48394 -1.42176 4.82530
C 3.89592 -1.28947 3.57954
H 0.84142 -0.18010 4.55140
H 1.91389 -0.41977 6.78415
H 4.24785 -1.21916 6.94814
H 5.50402 -1.77626 4.89398
H 4.43510 -1.53223 2.67695
N 0.38636 2.15036 -0.54873
C 0.33215 3.30481 -0.50901
N 0.26186 4.60580 -0.48394
C -0.71219 5.25313 0.42097
C -0.39057 6.73650 0.51384
C 1.08579 6.95982 0.83739
C 2.02421 6.27995 -0.18719
C 1.24473 5.43518 -1.18814
H -0.62934 4.78828 1.40532
H -1.72467 5.07879 0.05364
H -1.01959 7.17334 1.28965
H -0.66155 7.23684 -0.41890
H 1.28588 6.56365 1.83526
H 1.28872 8.02964 0.88625
H 2.73849 5.63734 0.32933
H 2.60714 7.02071 -0.73640
H 1.89774 4.77379 -1.75418
H 0.71457 6.06322 -1.90708
C -1.71983 3.35904 3.89926
C -2.54197 2.70582 2.81797
C -3.89768 3.00451 2.68523
C -4.65882 2.32463 1.74291
C -6.13225 2.60574 1.60493
C -4.07381 1.36865 0.92248
C -2.69861 1.05828 0.99538
C -1.96766 1.76558 1.98536
N -2.00918 0.16746 0.21979
C -2.63667 -0.70283 -0.76588
C -3.65264 -1.68420 -0.15172
C -4.19172 -2.64612 -1.21484
C -4.84640 -1.84562 -2.34506
C -3.80910 -0.92730 -2.99866
C -2.66215 -1.76984 -3.55899
C -2.00759 -2.54988 -2.41694
C -3.04197 -3.48150 -1.78086
C -1.50312 -1.56640 -1.35865
C -3.26528 0.05327 -1.95474
H -2.26797 4.17377 4.37294
H -0.78203 3.76135 3.51024
H -1.45754 2.63762 4.67581
H -4.36088 3.73970 3.33382
H -6.44566 3.40778 2.27290
H -6.72279 1.71898 1.84407
H -6.38372 2.89813 0.58352
H -4.71499 0.86705 0.21430
H -0.92054 1.51591 2.14875
H -4.47969 -1.14755 0.31423
H -3.14801 -2.23666 0.64748
H -4.93348 -3.30800 -0.75812
H -5.67554 -1.25027 -1.94905
H -5.26549 -2.52696 -3.09241
H -4.27922 -0.36426 -3.81080
H -1.92507 -1.12180 -4.04379
H -3.03520 -2.46327 -4.31902
H -1.16494 -3.13326 -2.79814
H -2.57892 -4.06909 -0.98229
H -3.41660 -4.18676 -2.52921
H -0.75282 -0.90173 -1.82016
H -1.02014 -2.12216 -0.54247
H -4.06420 0.71562 -1.62568
H -2.49219 0.69266 -2.39571

(4)
Here is 2 unconnected molecules or ions with the total composition C9H13BCl2IO in a non-equilibrium geometry from OMol25. Energies are from the ωB97M-V functional and the def2-TZVPD basis.

gap between HOMO and LUMO: 0.26490 hartree
charge: -1
E_HOMO: -4.46 eV

Positions of all 27 atoms, in Å:
C 4.31621 -1.88333 0.23152
C 3.38023 -0.90972 -0.71151
O 4.12458 0.35340 -0.97231
C 2.03243 -0.46864 0.16893
B 0.84847 -1.56476 -0.26270
I 0.16048 -2.49079 1.60495
H 4.25519 -3.00702 -0.10079
H 4.00753 -1.82520 1.36393
H 5.43807 -1.55775 0.16222
H 3.05079 -1.41370 -1.71803
H 5.02000 0.06388 -1.34514
H 2.22098 -0.56787 1.33860
H 1.72590 0.64781 -0.04249
H 1.30253 -2.44802 -0.92730
H 0.00897 -1.03596 -0.89753
Cl -2.95844 -0.74415 -1.81793
C -3.26525 0.53395 -0.69651
C -3.74951 1.78481 -1.09693
Cl -4.09699 2.16017 -2.74720
C -3.96966 2.78276 -0.14199
C -3.71094 2.53410 1.20737
C -3.23374 1.28650 1.60665
C -3.01068 0.28820 0.65650
H -4.34357 3.75843 -0.44370
H -3.88206 3.31358 1.94620
H -3.03464 1.09073 2.65781
H -2.63688 -0.68144 0.97739

(5)
Here is a molecular structure, C40H66N3O3V in a non-equilibrium geometry from OMol25. Energies are from the ωB97M-V functional and the def2-TZVPD basis.

⟨S²⟩: 2.011
2S+1: 3
gap between HOMO and LUMO (spin up / spin down): 0.26949 / 0.27071 hartree
charge: 0
E_HOMO (spin up / spin down): -7.23 / -7.26 eV

Positions of all 113 atoms, in Å:
V -0.27742 -0.37678 0.25908
C -0.78788 2.45769 -1.16412
N -0.06641 1.97072 0.01903
C -0.58632 2.65852 1.20763
C 1.37791 2.26066 -0.11582
C 2.23951 1.23164 0.59893
N 1.92556 -0.13420 0.14886
C 2.50706 -1.14702 1.04181
C 2.04122 -1.13730 2.48380
C 2.88992 -1.78645 3.37142
C 2.57882 -1.97150 4.70885
C 1.36441 -1.45430 5.14560
C 0.47412 -0.78333 4.31053
C 0.81906 -0.61945 2.95044
O -0.01786 0.04728 2.14576
C -0.85345 -0.24273 4.86137
C -1.03278 -0.54370 6.35265
C -0.90916 1.28187 4.69572
C -2.04657 -0.88101 4.13260
C 3.55320 -2.70533 5.63041
C 4.87177 -1.92395 5.70538
C 3.00544 -2.85720 7.04874
C 3.82986 -4.10749 5.07158
C 2.42774 -0.34404 -1.22925
C 1.77849 -1.44960 -2.00668
C 2.52989 -2.50370 -2.49795
C 1.97230 -3.43942 -3.36042
C 0.64873 -3.23500 -3.73077
C -0.16221 -2.20888 -3.24549
C 0.41473 -1.31889 -2.32236
O -0.28256 -0.34630 -1.72061
C -1.59231 -2.12748 -3.80730
C -2.47960 -1.04623 -3.18317
C -1.49741 -1.83008 -5.31278
C -2.31665 -3.46804 -3.60956
C 2.73311 -4.65320 -3.89289
C 2.04540 -5.93248 -3.39620
C 4.18388 -4.67299 -3.41401
C 2.73424 -4.64465 -5.42684
H -0.63620 3.53661 -1.29688
H -0.45641 1.90851 -2.04046
H -1.85466 2.27414 -1.03416
H -0.56668 3.74598 1.05916
H -1.61177 2.34543 1.40228
H 0.01202 2.39109 2.07208
H 1.61220 2.30376 -1.17818
H 1.59757 3.25655 0.28805
H 3.30211 1.45247 0.42694
H 2.06135 1.27526 1.67235
H 2.25986 -2.11266 0.59564
H 3.60168 -1.03702 1.03223
H 3.82908 -2.16911 2.98181
H 1.09772 -1.57941 6.18229
H -0.27459 -0.05366 6.96716
H -2.00768 -0.16937 6.67265
H -1.00548 -1.61457 6.56222
H -0.04000 1.75151 5.16208
H -0.92751 1.55434 3.64410
H -1.80781 1.67815 5.17703
H -2.12181 -1.94428 4.37279
H -2.97427 -0.40221 4.46282
H -1.95601 -0.77513 3.05341
H 4.70680 -0.92645 6.11738
H 5.59015 -2.44546 6.34329
H 5.32071 -1.80726 4.71781
H 2.83771 -1.88860 7.52415
H 2.06478 -3.41143 7.06428
H 3.72538 -3.40531 7.66004
H 4.29300 -4.06208 4.08499
H 4.50661 -4.65588 5.73186
H 2.90389 -4.67848 4.97924
H 2.24556 0.58008 -1.77566
H 3.51478 -0.49418 -1.18826
H 3.57203 -2.56940 -2.20771
H 0.20838 -3.93278 -4.43343
H -2.06693 -0.04660 -3.30983
H -3.45613 -1.09036 -3.67581
H -2.61680 -1.20848 -2.11512
H -0.95642 -0.89777 -5.48585
H -0.97566 -2.62240 -5.85115
H -2.49790 -1.73277 -5.74268
H -2.45544 -3.68487 -2.54965
H -3.30338 -3.43061 -4.07945
H -1.77363 -4.30536 -4.04808
H 2.03830 -5.97037 -2.30500
H 1.00902 -5.98177 -3.73495
H 2.56528 -6.81900 -3.76911
H 4.24845 -4.72286 -2.32505
H 4.69075 -5.55277 -3.81575
H 4.73367 -3.79029 -3.74751
H 1.72309 -4.70904 -5.83119
H 3.18982 -3.72964 -5.81026
H 3.29940 -5.49729 -5.81176
C -4.86829 0.05755 0.51520
C -3.42067 -0.02753 0.41709
N -2.28476 -0.11986 0.32520
H -5.22689 0.90491 -0.06615
H -5.15253 0.18171 1.55876
H -5.30416 -0.86148 0.12627
C -0.16648 -3.83834 2.16967
C -0.71944 -3.43895 0.80578
C -2.24073 -3.34012 0.86193
C -0.28013 -4.44449 -0.25400
O -0.16494 -2.19307 0.45263
H -0.58446 -4.79580 2.49373
H -0.40464 -3.08289 2.91836
H 0.92058 -3.93142 2.12709
H -2.69871 -4.31780 1.03175
H -2.62400 -2.93979 -0.07895
H -2.54775 -2.67793 1.67572
H -0.67073 -5.44441 -0.04534
H 0.81041 -4.49819 -0.27867
H -0.61851 -4.13263 -1.24232

(6)
Here is C6H5IN2O4 in the gas phase in a non-equilibrium geometry from OMol25. Energies are from the ωB97M-V functional and the def2-TZVPD basis.

SMILES string: O=[N+]([O-])C1([N+](=O)[O-])C=CC=C[C@H]1I
gap between HOMO and LUMO: 0.31351 hartree
charge: 0
E_HOMO: -9.48 eV

Positions of all 18 atoms, in Å:
C 1.78583 -0.49373 -0.80889
C 1.43882 -1.11812 0.38801
C 0.85527 -0.01083 -1.67096
C 0.27105 -0.86296 0.96852
C -0.62286 0.24233 -1.18358
C -0.58201 0.19535 0.30625
N -1.93075 0.15638 0.93207
N 0.03291 1.40613 0.94689
O -2.27884 -0.78613 1.64401
O -2.59228 1.16593 0.73754
O -0.05195 1.44469 2.13345
O 0.56398 2.26930 0.27416
I -1.90769 -1.44029 -1.84408
H 2.77166 -0.64359 -1.27054
H 2.16475 -1.83821 0.73924
H 1.30663 0.45354 -2.52746
H -0.10077 -1.20974 1.92914
H -1.12374 1.06994 -1.69377

(7)
Here is a molecular structure, C36H31N6O3SnTe in a non-equilibrium geometry from OMol25. Energies are from the ωB97M-V functional and the def2-TZVPD basis.

ΔE to the lowest compared entry with this formula, charge and spin: 0.0 kcal per mole
gap between HOMO and LUMO (spin up / spin down): 0.13840 / 0.13363 hartree
charge: +3
E_HOMO (spin up / spin down): -14.26 / -14.32 eV

Positions of all 78 atoms, in Å:
Sn -0.96986 -0.77137 -2.82669
C -1.35316 -2.38092 -7.09679
C -1.63470 -1.84285 -5.71716
N -0.93933 -2.30239 -4.69767
O 0.01900 -3.11125 -5.18700
C -2.53552 -0.76973 -5.47624
C -3.33929 -0.29383 -6.64538
N -2.62172 -0.32604 -4.24832
O -1.33157 1.24555 -2.30405
H -2.21335 -2.30316 -7.76332
H -1.08388 -3.46238 -6.99848
H -0.39911 -1.97608 -7.44209
H 0.27455 -3.65045 -4.41774
H -4.06326 -1.07466 -6.90846
H -2.80606 -0.01565 -7.53486
H -3.86020 0.64281 -6.36554
C 4.42195 7.47369 8.83756
O 3.64805 7.66874 7.65265
C 3.39452 6.72529 6.75123
C 2.41847 7.09815 5.76120
C 2.21132 6.29283 4.66282
C 2.82635 4.94230 4.69071
C 3.57260 4.53788 5.80719
C 3.90913 5.38290 6.85395
C 2.31751 4.02759 3.73347
N 1.55246 4.26810 2.69939
C 1.33196 3.00781 2.14557
C 2.10102 2.03920 2.81304
N 2.80265 2.76816 3.72388
C 2.07745 0.69565 2.59225
C 2.58020 -0.32980 3.43443
C 2.48868 -1.66763 3.06366
C 2.02081 -1.90404 1.76248
N 1.58621 -0.96066 0.96696
C 1.55380 0.30867 1.32596
C 0.76236 1.27099 0.53350
N 0.04495 0.77507 -0.47815
C -0.58323 1.61886 -1.28505
C -0.54139 3.03027 -1.10489
C 0.03156 3.54450 0.00022
C 0.75113 2.65551 0.90439
H 5.02234 8.36586 8.99211
H 5.09456 6.60079 8.83416
H 3.76229 7.38841 9.72018
H 1.93967 8.07385 5.78331
H 1.65378 6.56233 3.80010
H 3.90867 3.50896 5.73915
H 4.66220 5.15407 7.62568
H 3.62126 2.45119 4.26925
H 3.01900 0.00724 4.38674
H 2.74726 -2.49905 3.69398
H 1.98859 -2.90745 1.33925
H -3.58654 -0.19917 -3.92168
H -1.14035 3.60783 -1.73892
H 0.11021 4.59150 0.15126
Te -2.49501 -2.61145 -0.66390
C -0.90901 -4.19281 -0.75985
C -1.19240 -5.42988 -0.14958
C -0.22860 -6.43958 -0.20357
C 1.02647 -6.24373 -0.70960
C 1.29321 -5.00166 -1.34017
C 0.38581 -3.93231 -1.18284
C -3.84569 -3.36512 -2.11700
C -5.01617 -2.63995 -2.36866
C -5.85180 -3.01504 -3.41325
C -5.54586 -4.08976 -4.15981
C -4.41028 -4.85323 -3.92032
C -3.60716 -4.49071 -2.87375
H -2.09683 -5.67602 0.36666
H -0.40242 -7.41502 0.26455
H 1.80014 -7.02960 -0.65106
H 2.24815 -4.86330 -1.89532
H 0.69614 -2.93667 -1.51985
H -5.38976 -1.81025 -1.77650
H -6.74374 -2.40522 -3.59358
H -6.13250 -4.35334 -5.02661
H -4.12412 -5.74342 -4.52661
H -2.68457 -5.04590 -2.67258

(8)
Here is a molecular structure, C26H40BF2NP2Pd in a non-equilibrium geometry from OMol25. Energies are from the ωB97M-V functional and the def2-TZVPD basis.

gap between HOMO and LUMO: 0.14838 hartree
charge: -2
E_HOMO: 0.75 eV

Positions of all 73 atoms, in Å:
Pd 0.05254 0.85368 -0.32877
C 0.16637 -2.27352 -4.39914
C -0.12435 -1.08230 -3.48865
C -1.56988 -1.17279 -2.99638
P 0.96281 -0.73329 -2.02338
C 2.49898 0.00017 -2.79481
C 2.21198 1.47302 -3.06982
C 3.16469 -0.62014 -4.02529
C 1.47745 -2.39672 -1.39674
C 2.21197 -3.31067 -2.14669
C 2.76008 -4.49350 -1.65823
C 3.50102 -5.44947 -2.54986
C 2.55441 -4.74183 -0.29841
C 1.81563 -3.89708 0.49713
C 1.20058 -2.70210 -0.01090
N 0.49498 -1.83818 0.68441
C 0.22679 -1.86821 2.01599
C -0.30440 -2.96228 2.72545
C -0.62788 -2.87404 4.07160
C -0.42130 -1.70131 4.78694
C -0.75498 -1.58634 6.24907
C 0.11545 -0.62022 4.08583
C 0.41901 -0.65575 2.73404
P 1.14479 0.76703 1.77983
C 0.69159 2.30647 2.76648
C -0.80985 2.39683 3.03214
C 1.48366 2.71855 4.01033
C 2.95369 0.52258 2.20186
C 3.31659 -0.04212 3.57379
C 3.59223 -0.35046 1.12252
H -0.57255 -2.30106 -5.20825
H 0.08342 -3.21135 -3.84578
H 1.15722 -2.24984 -4.85396
H -0.02792 -0.15170 -4.06616
H -1.70369 -2.06827 -2.38101
H -2.25839 -1.24643 -3.84666
H -1.83253 -0.31429 -2.37640
H 3.19840 -0.05634 -1.95425
H 1.50759 1.58925 -3.89914
H 3.14356 1.97496 -3.36004
H 1.77223 1.98190 -2.20619
H 2.49616 -0.57555 -4.88921
H 3.47378 -1.65328 -3.87982
H 4.06125 -0.04777 -4.29425
H 2.38966 -3.09063 -3.19515
H 3.94677 -4.93068 -3.40298
H 2.86479 -6.24280 -2.96183
H 4.31739 -5.94620 -2.01606
H 2.98853 -5.63496 0.15159
H 1.69761 -4.12942 1.54785
H -0.48889 -3.88294 2.18510
H -1.05315 -3.73936 4.57509
H -1.18334 -2.51816 6.62478
H -1.48004 -0.79182 6.44448
H 0.12819 -1.36491 6.85706
H 0.30811 0.29116 4.64007
H 0.89464 3.04715 1.98333
H -1.10383 1.81359 3.90632
H -1.38268 2.04926 2.17001
H -1.07968 3.44166 3.22012
H 1.30249 2.05463 4.85833
H 1.17416 3.72187 4.32695
H 2.56077 2.74793 3.84170
H 3.36817 1.53627 2.10647
H 2.86590 -1.02599 3.71502
H 2.98740 0.58607 4.40012
H 4.40402 -0.16182 3.65205
H 3.18486 -1.36233 1.14522
H 4.67494 -0.42531 1.27759
H 3.39857 0.04147 0.12602
F -0.98744 3.58024 -1.18875
B -1.31279 2.35858 -0.59647
F -2.63611 2.48003 -0.19979

The evaluated total energy for the records listed, in turn: -1851.31431, -1046.04641, -2741.79590, -1668.93765, -2897.91646, -939.54240, -2425.97417, -2104.75830 a.u..